ORCA calculation (wB97M-V/def2-TZVPD) on the molecule C7H19NOP2 at a distorted geometry.

## Properties
* relative energy (zero: lowest compared OMol25 entry of this formula, charge and spin): 56.0 kJ/mol
* orbital gap: 9.330 eV
* E_HOMO: -0.30925 Eh
* E_LUMO: 0.91 eV

Bonds (Å) are listed after each position.
Element x y z (Å)
1 P 0.088 -0.342 -0.452  O3 1.622, N4 1.544, C10 1.889, C11 1.924
2 P 2.705 0.979 -0.206  O3 1.683, C5 1.927, C7 1.937
3 O 1.696 -0.368 -0.250  P1 1.622, P2 1.683
4 N -0.640 0.887 0.135  P1 1.544, C6 1.455
5 C 2.147 1.401 1.590  P2 1.927, H18 1.051, H21 1.116, H28 1.041
6 C -1.953 1.175 -0.423  N4 1.455, C9 1.597, H17 1.019, H20 1.146
7 C 4.413 0.120 0.108  P2 1.937, H19 1.064, H22 1.112, H29 1.106
8 C -3.551 -0.091 1.251  C9 1.487, H14 1.235, H15 1.083, H27 1.164
9 C -3.112 0.110 -0.156  C6 1.597, C8 1.487, H23 1.165, H30 1.084
10 C -0.116 -2.166 -0.007  P1 1.889, H16 1.069, H25 1.071, H26 1.123
11 C 0.060 -0.312 -2.376  P1 1.924, H12 1.078, H13 1.048, H24 1.057
12 H 0.264 0.746 -2.378  C11 1.078
13 H -0.773 -0.701 -2.880  C11 1.048
14 H -2.856 -0.668 2.093  C8 1.235
15 H -3.805 0.898 1.614  C8 1.083
16 H -1.160 -2.379 0.069  C10 1.069
17 H -1.883 1.178 -1.439  C6 1.019
18 H 2.826 2.027 2.092  C5 1.051
19 H 4.637 -0.623 -0.620  C7 1.064
20 H -2.370 2.156 -0.002  C6 1.146
21 H 2.065 0.424 2.125  C5 1.116
22 H 4.534 -0.301 1.129  C7 1.112
23 H -2.803 -0.959 -0.501  C9 1.165
24 H 0.931 -0.750 -2.782  C11 1.057
25 H 0.414 -2.831 -0.657  C10 1.071
26 H 0.329 -2.302 1.015  C10 1.123
27 H -4.528 -0.708 1.387  C8 1.164
28 H 1.259 1.897 1.373  C5 1.041
29 H 5.082 0.983 -0.074  C7 1.106
30 H -3.900 0.520 -0.779  C9 1.084